{
  "formula": "C18H18N2O3",
  "method": "ωB97M-V/def2-TZVPD",
  "species": ["C", "O", "C", "O", "C", "C", "C", "C", "C", "C", "N", "C", "O", "N", "C", "C", "C", "C", "C", "C", "C", "C", "C", "H", "H", "H", "H", "H", "H", "H", "H", "H", "H", "H", "H", "H", "H", "H", "H", "H", "H"],
  "coordinates": [[-0.719, -3.264, -0.762], [-1.120, -1.925, -0.510], [-2.449, -1.732, -0.306], [-3.222, -2.659, -0.343], [-2.855, -0.335, -0.046], [-4.237, -0.152, 0.079], [-4.786, 1.087, 0.315], [-3.946, 2.186, 0.436], [-2.581, 2.036, 0.324], [-2.006, 0.786, 0.080], [-0.633, 0.640, 0.004], [0.327, 1.620, -0.126], [0.111, 2.801, -0.299], [1.609, 1.130, -0.097], [2.104, -0.124, 0.247], [1.567, -1.096, 1.077], [2.290, -2.266, 1.272], [3.523, -2.459, 0.676], [4.083, -1.461, -0.114], [3.376, -0.298, -0.314], [3.757, 0.935, -1.079], [2.703, 1.958, -0.621], [3.230, 2.882, 0.473], [-1.131, -3.608, -1.713], [-1.077, -3.920, 0.033], [0.368, -3.252, -0.793], [-4.863, -1.026, -0.020], [-5.856, 1.201, 0.404], [-4.358, 3.166, 0.622], [-1.932, 2.891, 0.412], [-0.318, -0.312, -0.132], [0.632, -0.953, 1.595], [1.880, -3.032, 1.914], [4.063, -3.379, 0.841], [5.059, -1.592, -0.556], [4.767, 1.269, -0.846], [3.700, 0.751, -2.155], [2.311, 2.563, -1.443], [3.602, 2.296, 1.311], [4.036, 3.500, 0.086], [2.428, 3.528, 0.819]],
  "lowdin_charge": [-0.034, -0.081, -0.427, 0.110, -0.056, -0.018, -0.081, -0.064, -0.004, -0.146, 0.162, -0.455, 0.083, 0.054, -0.156, -0.023, -0.093, -0.091, -0.027, -0.156, -0.063, -0.292, -0.031, 0.101, 0.101, 0.087, 0.118, 0.102, 0.107, 0.101, 0.098, 0.116, 0.106, 0.099, 0.114, 0.122, 0.125, 0.148, 0.088, 0.081, 0.076],
  "e_above_lowest_kcal_mol": 1.8,
  "homo_energy_ev": -8.163,
  "smiles": "COC(=O)c1ccccc1NC(=O)N1c2ccccc2C[C@@H]1C",
  "lumo_energy_ev": 0.509
}

***

{
  "formula": "C40H55CaN6O18",
  "method": "ωB97M-V/def2-TZVPD",
  "species": ["Ca", "N", "O", "O", "O", "C", "C", "C", "O", "C", "O", "O", "H", "H", "H", "H", "H", "H", "C", "C", "C", "O", "C", "O", "O", "H", "H", "H", "H", "H", "H", "C", "C", "C", "O", "C", "O", "O", "H", "H", "H", "H", "H", "H", "C", "C", "C", "O", "C", "O", "O", "H", "H", "H", "H", "H", "H", "C", "C", "C", "O", "C", "O", "O", "H", "H", "H", "H", "H", "H", "N", "C", "C", "C", "C", "H", "H", "H", "H", "H", "N", "C", "C", "C", "C", "H", "H", "H", "H", "H", "N", "C", "C", "C", "C", "H", "H", "H", "H", "H", "N", "C", "C", "C", "C", "H", "H", "H", "H", "H", "N", "C", "C", "C", "C", "H", "H", "H", "H", "H"],
  "coordinates": [[8.069, 17.297, -29.280], [8.906, 20.020, -29.102], [7.747, 19.715, -29.325], [9.200, 21.177, -29.060], [9.661, 19.069, -28.912], [6.344, 19.091, -22.826], [7.419, 19.335, -23.871], [8.583, 18.389, -23.621], [8.850, 17.907, -24.927], [7.873, 18.284, -25.745], [7.804, 17.990, -26.958], [6.901, 18.849, -25.101], [5.357, 19.528, -22.977], [6.585, 19.459, -21.829], [6.171, 18.026, -22.668], [7.698, 20.388, -23.915], [8.264, 17.610, -22.928], [9.408, 18.794, -23.036], [1.471, 19.452, -29.779], [2.364, 18.542, -30.766], [3.093, 19.220, -31.894], [4.469, 18.873, -31.618], [4.648, 18.274, -30.505], [5.659, 17.777, -30.053], [3.437, 18.180, -29.863], [1.193, 18.840, -28.921], [0.572, 19.830, -30.265], [2.030, 20.270, -29.325], [1.791, 17.642, -30.989], [2.997, 20.293, -31.731], [2.720, 18.844, -32.847], [9.317, 20.329, -35.462], [8.819, 18.996, -34.814], [9.902, 18.016, -34.557], [9.465, 17.462, -33.323], [8.647, 18.277, -32.741], [8.314, 18.100, -31.571], [8.345, 19.211, -33.476], [8.528, 21.080, -35.475], [9.785, 20.203, -36.438], [10.112, 20.702, -34.817], [8.060, 18.583, -35.479], [10.881, 18.492, -34.497], [9.871, 17.180, -35.255], [14.882, 15.084, -30.357], [13.875, 16.024, -31.142], [13.158, 15.503, -32.396], [11.829, 16.009, -32.200], [11.657, 16.366, -30.943], [10.596, 16.748, -30.466], [12.802, 16.455, -30.306], [14.356, 14.342, -29.756], [15.389, 15.677, -29.596], [15.553, 14.504, -30.990], [14.476, 16.886, -31.433], [13.272, 14.421, -32.451], [13.643, 15.974, -33.251], [13.843, 22.977, -30.709], [13.537, 21.476, -30.521], [12.085, 20.977, -30.624], [12.100, 19.924, -31.527], [13.364, 19.704, -31.970], [13.649, 18.839, -32.713], [14.256, 20.590, -31.430], [14.839, 23.240, -30.353], [13.194, 23.590, -30.083], [13.729, 23.372, -31.718], [13.870, 21.260, -29.506], [11.397, 21.769, -30.921], [11.695, 20.557, -29.697], [8.994, 22.756, -26.419], [8.635, 24.042, -26.037], [7.298, 24.046, -25.765], [6.853, 22.761, -25.839], [7.926, 21.951, -26.309], [9.894, 22.417, -26.728], [9.319, 24.878, -26.050], [6.772, 24.956, -25.516], [5.841, 22.444, -25.632], [8.042, 20.914, -26.588], [10.424, 23.907, -28.839], [10.663, 24.636, -29.990], [11.562, 25.624, -29.593], [11.993, 25.405, -28.260], [11.246, 24.311, -27.826], [9.857, 23.072, -28.796], [10.076, 24.385, -30.861], [11.926, 26.343, -30.312], [12.722, 25.954, -27.682], [11.266, 23.746, -26.906], [7.391, 23.956, -31.860], [8.243, 22.904, -32.276], [8.886, 23.377, -33.421], [8.471, 24.689, -33.691], [7.593, 25.072, -32.636], [6.634, 23.813, -31.208], [8.280, 21.952, -31.768], [9.546, 22.796, -34.047], [8.696, 25.299, -34.553], [7.090, 26.012, -32.466], [6.019, 22.619, -29.165], [4.945, 22.175, -29.927], [4.056, 23.268, -30.069], [4.690, 24.411, -29.434], [5.903, 23.947, -28.942], [6.810, 22.018, -28.988], [4.904, 21.172, -30.325], [3.108, 23.185, -30.579], [4.383, 25.437, -29.297], [6.640, 24.553, -28.435], [13.132, 21.003, -26.563], [13.153, 21.941, -25.601], [12.061, 21.816, -24.714], [11.401, 20.702, -25.265], [11.984, 20.278, -26.441], [13.927, 20.798, -27.151], [14.019, 22.569, -25.455], [11.873, 22.376, -23.809], [10.488, 20.364, -24.799], [11.740, 19.484, -27.131]],
  "lowdin_charge": [1.610, -0.608, -0.104, 0.026, -0.105, -0.018, -0.292, -0.084, 0.111, -0.533, -0.019, 0.134, 0.092, 0.096, 0.089, 0.149, 0.131, 0.144, 0.001, -0.252, -0.037, 0.107, -0.561, 0.047, 0.055, 0.080, 0.080, 0.077, 0.150, 0.133, 0.146, 0.003, -0.254, -0.067, 0.109, -0.647, 0.001, 0.187, 0.084, 0.095, 0.074, 0.160, 0.145, 0.150, -0.001, -0.279, -0.054, 0.091, -0.564, 0.071, 0.115, 0.077, 0.080, 0.084, 0.130, 0.135, 0.137, -0.002, -0.256, -0.113, 0.068, -0.544, 0.163, 0.095, 0.085, 0.052, 0.092, 0.123, 0.126, 0.106, 0.023, -0.113, -0.143, -0.113, -0.140, 0.093, 0.107, 0.109, 0.099, 0.096, 0.024, -0.103, -0.127, -0.088, -0.163, 0.086, 0.090, 0.092, 0.092, 0.081, 0.023, -0.111, -0.146, -0.103, -0.105, 0.090, 0.093, 0.067, 0.087, 0.105, 0.026, -0.117, -0.089, -0.088, -0.173, 0.105, 0.087, 0.077, 0.091, 0.112, 0.017, -0.154, -0.073, -0.146, -0.122, 0.148, 0.112, 0.099, 0.075, 0.103],
  "homo_energy_ev": -9.425,
  "charge": 1,
  "lumo_energy_ev": -2.599
}

***

{
  "formula": "C27H30FeN3OS5",
  "method": "ωB97M-V/def2-TZVPD",
  "species": ["Fe", "S", "C", "C", "C", "C", "C", "C", "S", "C", "C", "C", "C", "C", "C", "C", "S", "C", "C", "C", "C", "C", "C", "S", "N", "H", "H", "H", "H", "H", "H", "H", "H", "H", "H", "H", "H", "H", "H", "H", "C", "C", "C", "C", "O", "H", "H", "H", "H", "H", "H", "H", "H", "H", "C", "N", "C", "C", "N", "C", "S", "H", "H", "H", "H", "H", "H"],
  "coordinates": [[-0.315, 0.028, 0.006], [-1.449, 0.707, 2.125], [-2.985, -0.066, 2.134], [-3.918, 0.222, 3.158], [-5.158, -0.377, 3.205], [-5.538, -1.307, 2.238], [-4.642, -1.621, 1.232], [-3.395, -1.006, 1.166], [-2.340, -1.428, -0.209], [-3.254, -0.498, -1.512], [-2.299, 0.307, -2.336], [-2.418, 0.367, -3.710], [-1.631, 1.250, -4.434], [-0.746, 2.052, -3.726], [-0.637, 1.899, -2.350], [0.294, 2.760, -1.545], [-0.405, 2.726, 0.140], [0.974, 3.196, 1.138], [0.959, 4.402, 1.828], [1.996, 4.731, 2.684], [3.042, 3.829, 2.861], [3.061, 2.626, 2.181], [2.029, 2.272, 1.296], [2.040, 0.781, 0.421], [-1.369, 1.009, -1.649], [-3.621, 0.942, 3.909], [-5.840, -0.134, 4.014], [-6.514, -1.776, 2.269], [-4.898, -2.359, 0.479], [-3.928, 0.160, -0.966], [-3.828, -1.188, -2.129], [-3.171, -0.232, -4.205], [-1.731, 1.349, -5.507], [-0.171, 2.825, -4.220], [0.335, 3.783, -1.922], [1.303, 2.330, -1.505], [0.122, 5.077, 1.691], [1.989, 5.674, 3.216], [3.847, 4.075, 3.545], [3.869, 1.921, 2.328], [1.974, -2.402, 2.289], [0.543, -2.580, 1.748], [-0.419, -2.765, 2.934], [0.489, -3.836, 0.853], [0.174, -1.469, 1.024], [2.346, -3.329, 2.740], [1.980, -1.606, 3.036], [2.632, -2.098, 1.475], [-0.116, -3.610, 3.561], [-1.432, -2.938, 2.563], [-0.425, -1.851, 3.530], [0.866, -4.723, 1.373], [1.085, -3.665, -0.044], [-0.543, -4.012, 0.540], [3.795, -1.756, -1.230], [3.342, -1.039, -2.401], [4.157, -0.409, -3.320], [3.365, 0.188, -4.227], [2.063, -0.092, -3.860], [2.033, -0.806, -2.700], [0.691, -1.351, -1.862], [4.652, -2.377, -1.489], [2.974, -2.381, -0.882], [4.047, -1.059, -0.431], [5.229, -0.466, -3.253], [3.607, 0.768, -5.100], [1.235, 0.357, -4.205]],
  "lowdin_charge": [0.046, 0.634, -0.687, -0.135, -0.120, -0.132, -0.141, -0.529, 0.953, -0.329, -0.335, -0.033, -0.059, -0.053, -0.347, -0.384, 0.869, -0.540, -0.124, -0.127, -0.117, -0.130, -0.672, 0.671, 0.000, 0.087, 0.090, 0.083, 0.095, 0.100, 0.077, 0.111, 0.104, 0.113, 0.083, 0.046, 0.093, 0.085, 0.090, 0.089, -0.050, -0.745, -0.049, -0.058, -0.509, 0.070, 0.080, 0.043, 0.072, 0.071, 0.066, 0.070, 0.039, 0.066, -0.051, -0.118, -0.064, -0.089, 0.073, -0.730, 0.746, 0.091, 0.055, 0.056, 0.118, 0.106, 0.118],
  "e_above_lowest_kcal_mol": 25.5,
  "spin_multiplicity": 5,
  "s_squared": 6.024,
  "homo_energy_ev": [-3.327, -3.260],
  "charge": -1,
  "lumo_energy_ev": [2.232, 2.229]
}